Record 1
A molecular structure, C25H40BO4Pb, computed with ωB97M-V/def2-TZVPD.

Computed properties:
HOMO-LUMO gap (spin up / spin down): 0.168 / 0.193 Ha
net charge: +1
HOMO level (spin up / spin down): -10.54 / -10.85 eV
multiplicity: 1

Cartesian coordinates (Å):
O 0.2064 -0.3755 -5.1940
C 0.3721 0.7333 -6.1317
C 0.2099 -0.0861 -7.3878
H 1.3684 1.1419 -5.9795
H -0.3746 1.5219 -6.0310
C 0.1801 -1.2663 -6.3636
H 1.0885 -0.0663 -8.0398
H -0.7289 0.1019 -7.9093
C 1.4859 -2.0192 -6.5552
H 2.3159 -1.3089 -6.4296
H 1.5175 -2.4354 -7.5698
H 1.6028 -2.8610 -5.8602
C -1.0626 -2.1440 -6.4220
H -1.9477 -1.5712 -6.1090
H -0.9574 -3.0093 -5.7489
H -1.2034 -2.5121 -7.4490
Pb 0.3089 -0.5623 0.6053
C -2.1108 -1.2549 2.4779
C -2.1701 0.1276 2.7149
C -2.4336 0.7829 1.4884
H -2.1354 0.6147 3.6839
C -2.6036 -0.2129 0.4810
C -2.3401 -1.4861 1.0868
H -2.4264 -2.4629 0.6087
H -1.9897 -2.0094 3.2542
H -2.5419 1.8644 1.3668
H -3.0357 -0.0388 -0.4960
C 0.8203 -2.6266 2.9138
C 0.0671 -3.4134 2.0062
C 0.8181 -3.5577 0.8112
H -0.8804 -3.8952 2.2436
C 2.0799 -2.9024 1.0128
C 2.0539 -2.3084 2.3099
H 2.8592 -1.7890 2.8179
H 0.5563 -2.3683 3.9361
H 0.5271 -4.1433 -0.0630
H 2.9405 -2.9273 0.3474
O 0.0515 0.2168 -2.3502
C -1.1281 -0.4658 -2.8040
C -2.2209 0.5664 -3.0647
H -1.3895 -1.1981 -2.0192
H -0.8545 -0.9785 -3.7324
C -1.3724 1.7916 -3.3845
H -2.8379 0.7211 -2.1592
H -2.9105 0.3019 -3.8879
C -0.1012 1.6352 -2.5668
H -1.9049 2.7286 -3.3308
H -1.1187 1.7002 -4.4266
H -0.1002 2.1576 -1.5933
H 0.8110 2.0016 -3.0642
C -0.3057 3.1841 4.8195
C 0.9573 2.4304 4.4646
C 2.1395 3.3190 4.7903
O 0.9362 2.1098 3.0598
B 0.7548 0.7619 2.9538
O 0.6849 0.1043 4.1528
C 1.0601 1.0463 5.1743
C 2.4882 0.6833 5.5766
C 0.1535 0.8616 6.3692
H -0.2043 3.5154 5.8574
H -1.2187 2.5881 4.7151
H -0.4192 4.0835 4.2052
H 2.0684 4.2680 4.2446
H 2.1087 3.5396 5.8693
H 3.1037 2.8406 4.5614
H 2.7977 1.3362 6.4130
H 2.5317 -0.3679 5.9210
H 3.2013 0.7915 4.7334
H -0.9032 1.0704 6.1472
H 0.2478 -0.1662 6.7486
H 0.4571 1.5469 7.1796

---

Record 2
A molecular structure, C25H40BaNOP, computed with ωB97M-V/def2-TZVPD.

Computed properties:
HOMO-LUMO gap (spin up / spin down): 0.150 / 0.149 Ha
HOMO level (spin up / spin down): -5.23 / -5.23 eV
multiplicity: 1

Cartesian coordinates (Å):
C 0.2366 2.7785 -3.7372
C -1.1090 2.3807 -3.6261
C -1.3709 1.1662 -2.9618
C -0.3715 0.5413 -2.2352
C 0.9636 0.9144 -2.3803
C 1.2605 2.0591 -3.1253
C -2.6841 0.4071 -2.8305
C -2.4151 -0.8519 -2.0161
N -2.1849 -2.1644 -2.5436
Ba -1.3050 -2.5272 -0.3418
C 2.0980 0.1063 -1.7835
P 1.5033 -1.5413 -1.1453
H -1.9221 3.0157 -4.0335
H 2.3070 2.3398 -3.2535
H 0.4900 3.6594 -4.3181
H 2.5512 0.6225 -0.9218
H 2.8914 -0.0965 -2.5202
H -3.3736 0.9763 -2.1974
H -3.2180 0.2988 -3.7789
H -0.8698 -0.3100 -1.6111
C 2.9408 -2.2263 -0.2528
C 1.5226 -2.4907 -2.7163
H -2.9853 -0.8821 -1.0815
C -2.0544 -2.1656 -4.0582
C -3.2449 -3.1469 -2.1640
H -0.1352 -4.6641 0.8534
H -2.5735 -3.0411 -4.4545
H -2.4665 -1.2358 -4.4510
H -1.0275 -2.3729 -4.3578
H -3.5967 -3.6354 -3.0708
H -2.8040 -3.9833 -1.5556
H -4.0718 -2.6239 -1.6660
H 2.5530 -2.5362 -3.0982
H 1.1707 -3.5180 -2.5238
H 0.8709 -2.0313 -3.4747
H 3.8512 -2.1945 -0.8694
H 3.0974 -1.6630 0.6808
H 2.7035 -3.2702 0.0075
H -0.9926 -4.8667 0.7303
C -1.5015 3.1418 0.7639
C -0.2969 3.4275 1.6746
C -0.3589 4.8760 2.1772
C -0.0345 2.4460 2.7967
C 0.1468 2.8671 4.1047
C 0.6755 2.0254 5.0889
C 1.0962 0.7378 4.7510
C 0.9140 0.2547 3.4696
C 1.4628 -1.0958 3.0763
C 2.8989 -1.2647 3.5751
C 0.5678 -2.2244 3.5909
C 0.0953 1.0054 2.5214
O -0.4966 0.4196 1.5642
H -2.3028 2.6356 1.3052
H -1.2149 2.5193 -0.0883
H -1.9105 4.0780 0.3598
H 0.5748 3.3627 1.0034
H -1.2300 5.0076 2.8306
H 0.5438 5.1314 2.7403
H -0.4450 5.5743 1.3364
H -0.0907 3.8988 4.3688
H 0.8454 2.4046 6.1004
H 1.5801 0.0993 5.4954
H 1.4606 -1.1312 1.9804
H 2.9041 -1.3144 4.6695
H 3.3479 -2.1808 3.1747
H 3.5051 -0.4021 3.2726
H -0.4920 -2.0302 3.3677
H 0.8436 -3.1837 3.1295
H 0.6765 -2.3126 4.6824

---

Record 3
A molecular structure, C25H40BaNOP, computed with ωB97M-V/def2-TZVPD.

Computed properties:
HOMO-LUMO gap: 0.237 Ha
HOMO level: -6.63 eV
multiplicity: 1

Cartesian coordinates (Å):
C 1.6019 -4.2246 -0.4823
C 2.6167 -3.3033 -0.7815
C 2.2385 -1.9522 -0.9931
C 0.8666 -1.6928 -0.8652
C -0.1515 -2.5628 -0.5702
C 0.2207 -3.9085 -0.3583
C 3.2568 -0.8644 -1.4049
C 2.8168 0.1736 -2.4868
N 3.0490 -0.2501 -3.8512
Ba 0.4573 0.6720 -0.3462
C -1.6389 -2.0782 -0.6288
P -1.8107 -0.8320 -1.9483
H 3.6973 -3.5422 -0.9264
H -0.5783 -4.6413 -0.1702
H 1.8944 -5.2631 -0.3495
H -1.9430 -1.6147 0.3298
H -2.2957 -2.9248 -0.8466
H 3.6338 -0.2923 -0.5219
H 4.1307 -1.4046 -1.8069
H 1.7142 0.4073 -2.4824
C -3.5469 -0.1865 -1.9365
C -1.5632 -1.7684 -3.5198
H 3.3498 1.1322 -2.2828
C 2.1499 -1.3142 -4.2994
C 3.0376 0.9020 -4.7444
H -0.9980 2.5866 -1.1099
H 2.4557 -1.5739 -5.3205
H 2.2335 -2.1959 -3.6463
H 1.0756 -1.0223 -4.3427
H 3.3325 0.5553 -5.7399
H 2.0516 1.4137 -4.8229
H 3.7700 1.6338 -4.3708
H -2.3812 -2.5087 -3.6085
H -1.5632 -1.0320 -4.3524
H -0.5683 -2.2576 -3.4821
H -4.2207 -1.0538 -2.0941
H -3.7221 0.3258 -0.9599
H -3.6173 0.5682 -2.7549
H -0.5696 2.6018 -1.7048
C 2.1340 -0.2328 3.2178
C 0.8626 -0.3752 4.0541
C 1.2535 -0.4453 5.5375
C -0.1461 0.7439 3.7755
C -0.3799 1.7412 4.7129
C -1.2339 2.7930 4.4321
C -1.8826 2.8943 3.2242
C -1.7054 1.9457 2.2375
C -2.4624 2.1885 0.9228
C -3.9775 2.1859 1.1474
C -2.1201 3.5878 0.3633
C -0.8212 0.8515 2.5257
O -0.5537 -0.0416 1.5884
H 2.6266 0.7260 3.4454
H 1.9066 -0.2691 2.1389
H 2.8454 -1.0435 3.4437
H 0.3899 -1.3367 3.7974
H 1.8090 0.4543 5.8481
H 0.3676 -0.5494 6.1800
H 1.8995 -1.3153 5.7203
H 0.1201 1.6847 5.6700
H -1.4100 3.5579 5.1688
H -2.5530 3.7037 2.9836
H -2.2384 1.3952 0.1879
H -4.2857 2.9870 1.8406
H -4.5065 2.3472 0.1953
H -4.3202 1.2314 1.5654
H -1.0327 3.7717 0.2906
H -2.5628 3.7197 -0.6380
H -2.5047 4.3917 1.0060

---

Record 4
A molecular structure, C25H40BrNOP2Pt, computed with ωB97M-V/def2-TZVPD.

Computed properties:
HOMO-LUMO gap (spin up / spin down): 0.198 / 0.206 Ha
net charge: +4
expectation value of S²: 6.04
HOMO level (spin up / spin down): -18.50 / -21.43 eV
multiplicity: 5

Cartesian coordinates (Å):
C -0.1066 4.6012 -5.2241
C -0.2927 3.3331 -5.8203
C -0.5194 3.2728 -7.2094
C -0.7111 4.4819 -7.8950
N -0.6013 5.6659 -7.2916
C -0.2890 5.7479 -6.0012
C -0.2669 2.1963 -4.9149
C -0.6570 2.0574 -3.6557
C -1.2818 2.5015 -2.4719
C -0.4320 2.6381 -1.3528
C -0.8986 2.2083 -0.1255
C -2.2046 1.7126 -0.0359
C -3.1220 1.8410 -1.0888
C -2.6719 2.2945 -2.3225
Pt 0.3459 0.4374 -4.1515
P 1.9517 -0.6181 -2.8219
H -0.5826 2.3365 -7.7636
H 0.1734 4.7194 -4.1778
H -0.9780 4.5027 -8.9565
H -0.2033 6.7519 -5.5635
H -3.3227 2.3948 -3.1841
H 0.5841 3.0082 -1.4661
H -4.1608 1.5577 -0.9529
H -0.2359 2.1716 0.7336
C 1.5872 -2.0003 -1.6669
C 2.6625 -3.0791 -1.5792
H 0.6384 -2.4685 -1.9563
H 1.4153 -1.5292 -0.6846
H 2.4379 -3.7415 -0.7331
H 2.6852 -3.6973 -2.4884
H 3.6641 -2.6601 -1.4249
C 3.2381 -1.1120 -4.0239
C 3.8978 0.1010 -4.6769
H 2.7121 -1.7156 -4.7842
H 3.9679 -1.7646 -3.5255
H 4.1348 -0.1425 -5.7181
H 3.2451 0.9880 -4.6924
H 4.8384 0.3752 -4.1785
C 2.7098 0.5801 -1.6655
C 4.0323 0.0724 -1.0965
H 1.9819 0.7562 -0.8572
H 2.8316 1.5259 -2.2129
H 4.4868 0.8577 -0.4812
H 3.8823 -0.8033 -0.4551
H 4.7526 -0.1917 -1.8832
Br -2.7725 1.0368 1.5905
P -1.0243 -1.2652 -4.1994
C -0.2074 -2.8823 -4.5832
C -0.9962 -4.1456 -4.2454
H 0.7545 -2.8959 -4.0408
H 0.0411 -2.8417 -5.6511
H -0.4508 -4.9999 -4.6550
H -1.0790 -4.3050 -3.1637
H -1.9997 -4.1587 -4.6883
C -1.7632 -1.5358 -2.5215
C -3.1836 -2.1040 -2.5119
H -1.7286 -0.5524 -2.0192
H -1.1084 -2.2030 -1.9484
H -3.5305 -2.1407 -1.4723
H -3.8778 -1.4784 -3.0785
H -3.2163 -3.1333 -2.9063
C -2.4181 -0.9805 -5.3534
C -2.8197 -2.1790 -6.2095
H -2.1095 -0.1327 -5.9902
H -3.2757 -0.6181 -4.7664
H -3.4830 -1.8366 -7.0161
H -1.9510 -2.6576 -6.6740
H -3.3815 -2.9307 -5.6417
O 1.2340 0.9467 1.5360
H 1.6894 1.5294 2.1746
H 0.6333 0.4224 2.0887

---

Record 5
A molecular structure, C25H40F3N3OSi2, computed with ωB97M-V/def2-TZVPD.

Computed properties:
HOMO-LUMO gap: 0.265 Ha
HOMO level: -7.76 eV
multiplicity: 1

Cartesian coordinates (Å):
C 2.0788 0.7097 2.5252
C 1.8372 1.6359 1.2994
C 2.0978 3.1406 1.6455
C 0.4212 1.4656 0.7062
Si -0.9861 1.7832 1.9567
C -1.8096 3.4189 1.4281
C -3.3637 3.3670 1.4154
C -3.9549 2.6011 0.2766
F -4.6837 1.4978 0.6071
C -3.8378 2.8885 -1.0627
F -2.7722 2.5847 -1.7613
F -4.7461 3.4734 -1.7863
O -2.1209 0.5645 1.6952
Si -2.6664 -0.2332 3.0717
C -3.6394 -1.7419 2.4647
C -2.6279 -2.8722 2.0762
C -2.3912 -3.0072 0.5549
C -1.2066 -2.1394 0.0554
N -0.0909 -2.9535 -0.4339
C 0.9677 -2.1585 -0.9435
N 2.1135 -2.3296 -0.4465
N 0.7348 -1.2107 -1.9812
H 2.1260 1.3164 3.4323
H 3.0569 0.2436 2.3797
H 1.3220 -0.0738 2.6132
H 2.5509 1.3720 0.5079
H 1.8351 3.2905 2.6956
H 3.1646 3.3119 1.4850
H 1.4962 3.7382 0.9566
H 0.3023 0.4299 0.3594
H 0.2371 2.1081 -0.1649
H -0.4469 1.8308 3.3253
H -1.4900 3.6188 0.3961
H -1.4171 4.2461 2.0321
H -3.7424 2.9530 2.3569
H -3.7634 4.3860 1.3586
H -1.5835 -0.6306 3.9924
H -3.5553 0.6605 3.8572
H -4.4000 -2.0518 3.1837
H -4.1307 -1.3892 1.5478
H -3.0175 -3.8296 2.4340
H -1.6531 -2.6688 2.5335
H -2.1123 -4.0488 0.3438
H -3.3011 -2.8272 -0.0245
H -0.8257 -1.5644 0.9041
H -1.6060 -1.4317 -0.6913
H -0.3936 -3.6422 -1.1177
H 2.7958 -1.7118 -0.8875
H -0.1238 -0.7075 -1.7562
H 1.4554 -0.4967 -1.9608
C -1.6529 -8.7122 -3.0037
C -1.0252 -8.0850 -1.9363
C -0.5362 -6.7938 -2.0799
C -0.6831 -6.1262 -3.2887
C -1.3141 -6.7522 -4.3550
C -1.7955 -8.0465 -4.2140
H -2.0316 -9.7206 -2.8928
H -0.9161 -8.6031 -0.9918
H -0.0400 -6.3070 -1.2484
H -0.3050 -5.1167 -3.4003
H -1.4299 -6.2310 -5.2972
H -2.2830 -8.5367 -5.0473
C 4.4521 7.0239 -0.3403
C 5.8258 7.1326 -0.5088
C 6.5310 6.1166 -1.1395
C 5.8609 4.9954 -1.6100
C 4.4868 4.8884 -1.4446
C 3.7830 5.9005 -0.8064
H 3.9027 7.8149 0.1546
H 6.3476 8.0099 -0.1475
H 7.6033 6.1988 -1.2652
H 6.4103 4.2050 -2.1060
H 3.9636 4.0143 -1.8131
H 2.7118 5.8141 -0.6728

---

Record 6
A molecular structure, C25H40F3O15SY, computed with ωB97M-V/def2-TZVPD.

Computed properties:
HOMO-LUMO gap: 0.267 Ha
HOMO level: -6.93 eV
multiplicity: 1

Cartesian coordinates (Å):
Y -0.4623 0.0968 0.1494
C -1.9951 -3.2044 -2.2314
C -2.3978 -2.9140 -0.7704
O -1.7139 -1.8535 -0.2549
H -2.6512 -3.9162 -2.7312
H -0.9685 -3.5809 -2.1468
H -1.9467 -2.2603 -2.7763
H -2.2183 -3.8250 -0.1796
H -3.4934 -2.7702 -0.7823
C -2.7342 4.2839 -0.4983
C -1.5416 3.6223 0.1999
O -1.2998 2.3467 -0.2875
H -3.5480 3.5543 -0.4697
H -2.4874 4.5091 -1.5357
H -3.1095 5.1603 0.0359
H -1.7827 3.5008 1.2672
H -0.6501 4.2515 0.0462
C 1.0946 -3.7283 2.3971
F 1.1514 -4.5617 3.4262
F 2.3189 -3.6262 1.8575
F 0.2460 -4.2021 1.4905
S 0.6139 -1.9916 2.9447
O -0.6549 -2.0977 3.6615
O 1.7094 -1.5704 3.7964
O 0.5447 -1.2021 1.7139
O -0.7234 0.1821 -2.1948
C -0.7337 0.3446 -3.3735
O -1.8813 0.3540 -4.0613
C -1.6309 0.5098 -5.4738
C -0.1421 0.2448 -5.6455
C 0.4511 0.5857 -4.2912
H -1.9024 1.5275 -5.7572
H -2.2512 -0.1909 -6.0252
H 0.3120 0.8357 -6.4417
H 0.0047 -0.8047 -5.9023
H 0.7646 1.6198 -4.1452
H 1.2855 -0.0538 -4.0115
O -2.1486 0.0868 1.7530
C -2.9124 -0.4046 2.5388
O -3.4766 0.3259 3.4865
C -4.3045 -0.4609 4.3613
C -3.9991 -1.9030 3.9651
C -3.4680 -1.8106 2.5334
H -5.3432 -0.1477 4.2285
H -4.0948 -0.2171 5.4027
H -4.8642 -2.5666 4.0197
H -3.2440 -2.3686 4.6001
H -4.2956 -1.9117 1.8342
H -2.6774 -2.5319 2.3626
O 0.3688 1.4521 1.9536
C 0.7000 1.8931 3.0176
O 1.6683 2.8022 3.1087
C 2.1283 2.9865 4.4380
C 1.2068 2.0944 5.3110
C 0.1240 1.5594 4.3672
H 2.0405 4.0357 4.7089
H 3.1368 2.6188 4.6254
H 0.6710 2.7243 6.0323
H 1.7278 1.3917 5.9545
H -0.8735 1.9778 4.4689
H 0.0640 0.4712 4.4347
O 1.0560 -1.5578 -1.0495
C 1.8893 -2.2385 -1.5726
O 2.5550 -1.8640 -2.6616
C 3.3134 -2.9797 -3.1994
C 2.7484 -4.2198 -2.5297
C 2.2624 -3.6489 -1.1920
H 4.3570 -2.7835 -2.9575
H 3.1453 -2.9906 -4.2742
H 3.5440 -4.9554 -2.4049
H 1.9738 -4.7032 -3.1229
H 3.1061 -3.6498 -0.5009
H 1.4475 -4.1871 -0.7222
O 1.4374 1.2628 -0.6314
C 2.1357 2.0920 -1.1385
O 2.8626 1.8583 -2.2357
C 3.5398 3.0727 -2.6600
C 3.5430 3.9477 -1.4075
C 2.2559 3.5333 -0.6980
H 2.9361 3.5268 -3.4453
H 4.5374 2.7806 -2.9691
H 3.5542 5.0046 -1.6758
H 4.4305 3.7311 -0.8130
H 1.3824 4.0953 -1.0309
H 2.2764 3.6002 0.3868